Record 1
23
Properties=species:S:1:pos:R:3:forces:R:3:nbo_charge:R:1 method="wB97M-V/def2-TZVPD" homo_energy_ev="-6.87 / -7.33" homo_lumo_gap_ev="7.55 / 7.93" total_charge=0 relative_energy_ev=1.6849 energy_ha=-562.62191
C -2.64578 -1.16434 0.66425 0.8 4.9 -0.7 -0.195
C -2.59678 0.26281 0.96916 -0.3 -3.1 -0.5 -0.202
C -1.56744 -1.63700 -0.05062 -0.1 -1.6 1.3 -0.235
C -1.51966 1.04545 0.66308 0.6 1.3 0.6 -0.231
C -0.40813 -0.90285 -0.19858 1.4 1.7 0.2 0.040
C -0.33200 0.47644 0.17002 -1.1 -1.5 -0.6 -0.131
C 0.92180 -1.48552 -0.74821 -3.1 -2.3 -0.3 -0.537
C 2.09946 -1.01703 -0.06019 1.1 2.3 0.7 0.180
C 0.95788 1.18814 0.11513 0.9 -3.1 -1.2 0.360
C 1.50087 1.76868 -1.13975 -0.9 0.0 -1.1 -0.680
O 1.29165 1.82825 1.22083 -0.7 0.3 2.2 -0.655
F 2.47281 -1.68629 1.08443 -0.5 0.2 -0.4 -0.364
H -3.61908 -1.56262 0.72030 -0.6 -1.3 0.5 0.217
H -3.44743 0.64380 1.46420 -0.8 0.7 0.3 0.206
H -1.56342 -2.72356 -0.13556 0.3 0.1 -0.8 0.215
H -1.61145 2.13964 0.87880 0.4 -1.0 -0.2 0.219
H 0.62538 -2.60731 -0.80781 1.4 1.2 0.3 0.215
H 0.92812 -1.20428 -1.78621 0.5 0.4 -0.6 0.241
H 3.01214 -0.59376 -0.53583 -0.9 -0.7 0.0 0.161
H 1.62718 2.83622 -0.95569 0.0 0.1 -0.3 0.231
H 0.69446 1.61442 -1.91714 1.1 0.3 0.5 0.225
H 2.46509 1.37425 -1.52707 -0.6 0.1 0.4 0.230
H 0.71436 1.40645 1.91247 1.0 0.8 -0.4 0.491

---

Record 2
91
Properties=species:S:1:pos:R:3:forces:R:3:mulliken_charge:R:1 method="wB97M-V/def2-TZVPD" homo_energy_ev=-6.33 homo_lumo_gap_ev=5.83 total_charge=0 relative_energy_ev=0.0000 energy_ha=-6010.93290
K 3.67400 -2.36818 0.33483 -0.2 -0.2 0.2 0.824
C 2.87050 1.70942 -2.83287 0.2 -0.1 -0.1 -1.492
C 1.65980 1.83872 -1.99037 -0.4 0.3 0.3 0.219
C 1.04170 3.02262 -1.64157 0.1 -0.6 0.0 -0.177
C -0.05810 3.03862 -0.74887 0.0 -0.2 0.0 0.001
N -0.56030 1.92642 -0.26587 -0.6 0.3 0.5 -0.852
N 0.00200 0.81292 -0.62317 1.1 0.1 -0.9 0.706
B -0.14480 -0.66098 -0.19587 0.1 -0.2 0.0 -1.040
N -0.15470 -0.79418 1.31173 0.6 0.2 1.1 0.472
N -1.35860 -1.14788 1.74803 -0.7 -0.2 0.1 0.080
C -1.66110 -1.12558 3.00523 0.2 0.1 0.0 0.319
C -0.69730 -0.75138 3.98483 0.4 0.0 -0.5 -0.773
C 0.55070 -0.39698 3.57003 -0.4 -0.2 0.3 0.151
C 1.63520 0.02032 4.50283 0.0 0.0 0.1 -1.782
C 0.83550 -0.37998 2.15923 -0.3 0.0 -0.5 0.518
S 2.28490 0.20932 1.58793 0.6 0.2 -0.1 -0.240
C -3.09820 -1.44338 3.35253 -0.3 -0.1 -0.1 2.219
C -3.16200 -2.58668 4.36813 0.1 0.2 -0.2 -1.830
C -3.85330 -1.83598 2.07943 0.1 0.1 0.2 -1.856
C -3.73000 -0.18058 3.95503 0.1 -0.2 -0.1 -1.705
N -1.33870 -1.31468 -0.84357 -0.4 -1.0 -0.6 0.496
N -2.22030 -0.48818 -1.38467 -0.2 0.5 0.0 -0.383
C -3.21140 -0.94058 -2.09247 0.2 -0.3 0.1 -0.224
C -3.35950 -2.33128 -2.32327 0.4 -0.1 0.3 -0.529
C -2.45880 -3.19958 -1.77997 -0.4 0.3 -0.2 0.456
C -2.51470 -4.66498 -2.02807 0.0 0.0 0.0 -1.857
C -1.39110 -2.67158 -0.98137 0.0 0.4 0.0 0.610
S -0.23630 -3.64268 -0.27917 0.5 -0.3 0.3 -0.409
C -4.15440 0.12552 -2.60527 -0.1 0.2 0.0 2.399
C -3.31860 1.21872 -3.28117 -0.2 -0.1 0.1 -1.522
C -4.87910 0.71072 -1.38577 0.1 -0.1 -0.1 -1.584
C -5.17950 -0.43128 -3.59057 0.2 0.1 0.2 -2.298
C 1.07330 0.69782 -1.41337 -0.2 0.6 0.1 0.827
S 1.41980 -0.97858 -1.36247 0.0 -0.5 -0.3 -0.513
C -0.67810 4.32632 -0.25647 -0.2 0.2 0.1 2.097
C -1.29290 5.08312 -1.43677 0.1 -0.1 0.1 -1.585
C 0.42620 5.16012 0.40553 -0.1 -0.1 -0.1 -1.749
C -1.78010 4.03462 0.76603 0.2 0.0 -0.2 -1.769
H 3.25110 2.67862 -3.14447 0.0 0.0 0.0 0.395
H 2.65110 1.10682 -3.71387 0.0 0.0 -0.1 0.328
H 3.64420 1.17312 -2.27617 0.1 0.0 0.0 0.228
H 1.42110 3.95502 -2.02847 0.1 0.1 0.0 0.479
H -0.95630 -0.73528 5.03273 0.0 0.0 0.1 0.389
H 1.28700 0.02952 5.53213 -0.1 0.0 0.1 0.389
H 1.99700 1.00962 4.22403 0.1 0.0 0.1 0.345
H 2.48740 -0.65758 4.42253 0.0 0.1 0.0 0.345
H -2.74110 -3.49358 3.94333 0.1 -0.2 0.0 0.396
H -4.19580 -2.77938 4.64083 -0.1 0.0 0.1 0.465
H -2.61180 -2.33828 5.27093 0.1 0.0 0.2 0.334
H -3.41980 -2.73188 1.64313 0.0 -0.1 -0.1 0.313
H -3.78540 -1.03778 1.34653 -0.1 0.1 -0.2 0.207
H -4.90090 -2.02548 2.29933 -0.1 0.0 0.1 0.539
H -3.22420 0.11662 4.87063 0.0 0.1 0.1 0.362
H -4.77470 -0.36478 4.18853 -0.2 0.0 0.1 0.466
H -3.67470 0.64272 3.24773 0.0 0.2 -0.1 0.317
H -4.16140 -2.70448 -2.93767 -0.1 0.0 -0.1 0.530
H -3.36410 -4.92908 -2.65257 -0.1 0.0 0.0 0.392
H -2.56620 -5.20628 -1.08617 0.0 -0.1 0.1 0.355
H -1.58780 -4.97198 -2.51197 0.0 -0.1 0.0 0.361
H -2.58700 1.61202 -2.58197 0.1 0.1 0.1 0.119
H -3.96120 2.02682 -3.62127 -0.1 0.1 -0.1 0.481
H -2.78770 0.81452 -4.13927 0.1 0.0 -0.2 0.376
H -4.15920 1.13612 -0.69227 0.1 0.1 0.1 0.196
H -5.43570 -0.06678 -0.86777 -0.1 -0.1 0.1 0.356
H -5.57620 1.48272 -1.69507 -0.1 0.2 -0.1 0.459
H -4.69090 -0.90498 -4.43957 0.0 -0.1 -0.1 0.464
H -5.79510 0.38282 -3.96387 -0.1 0.1 -0.1 0.426
H -5.83210 -1.15328 -3.10597 -0.1 -0.1 0.0 0.427
H -0.54960 5.31652 -2.19257 0.1 0.1 -0.2 0.348
H -1.73100 6.01312 -1.08597 -0.1 0.2 0.0 0.452
H -2.07590 4.48272 -1.89357 -0.1 0.0 -0.1 0.301
H 1.20800 5.41832 -0.30497 0.1 0.1 0.0 0.349
H 0.87810 4.59762 1.21933 0.1 0.0 0.1 0.378
H 0.01550 6.08412 0.80833 0.0 0.1 0.0 0.457
H -2.58660 3.47382 0.30083 -0.1 -0.1 0.0 0.174
H -2.17600 4.97052 1.15223 0.0 0.1 0.0 0.494
H -1.39250 3.44492 1.59113 0.0 0.0 0.1 0.385
C 9.01160 -1.43358 -2.13007 -0.2 -0.1 0.6 -1.024
Si 7.93350 -1.64848 -0.57417 -0.3 0.1 0.0 0.421
C 8.69520 -0.69538 0.89073 -0.1 -0.3 -0.5 -0.991
C 7.93430 -3.49188 -0.07547 0.0 0.5 -0.2 -1.061
Se 5.85240 -0.92578 -1.00927 0.4 0.1 -0.1 -0.751
H 10.05400 -1.65628 -1.92017 0.3 -0.1 0.0 0.356
H 8.94810 -0.41548 -2.49847 -0.1 0.2 0.0 0.264
H 8.67510 -2.09288 -2.92217 -0.1 -0.2 -0.1 0.267
H 9.76390 -0.87668 0.94993 0.3 -0.1 0.1 0.325
H 8.24810 -1.00758 1.83033 -0.1 -0.1 0.1 0.263
H 8.53840 0.37262 0.78633 -0.1 0.2 -0.1 0.280
H 8.95440 -3.83678 0.05643 0.3 -0.2 0.1 0.321
H 7.46620 -4.11208 -0.83487 -0.1 0.0 -0.2 0.273
H 7.40380 -3.64748 0.86353 -0.1 0.1 0.1 0.255

---

Record 3
26
Properties=species:S:1:pos:R:3:forces:R:3:nbo_charge:R:1 method="wB97M-V/def2-TZVPD" smiles=CNCCCCCO.O homo_energy_ev=-9.05 homo_lumo_gap_ev=9.85 total_charge=0 relative_energy_ev=2.7004 energy_ha=-443.94168
C -3.03185 -0.74054 0.03856 -1.8 -1.4 -1.1 -0.077
O -3.68587 -0.63997 -1.30131 1.6 -0.4 1.2 -0.729
C -2.13286 0.35535 0.43969 1.3 0.1 -1.1 -0.443
C -0.93495 0.63408 -0.46528 0.2 -2.8 -0.8 -0.397
C 0.00891 -0.57854 -0.22986 1.1 -0.5 -2.0 -0.435
C 0.98022 -0.46935 0.95022 1.3 -0.1 0.7 -0.232
N 2.24795 0.27046 0.47506 0.2 1.9 0.9 -0.675
C 3.42729 -0.44184 0.96743 1.0 0.6 0.0 -0.410
H -3.84599 -0.93261 0.71910 -0.8 1.1 0.4 0.189
H -2.60919 -1.71625 0.22763 1.0 -0.5 -0.9 0.167
H -3.13191 -1.12910 -1.94049 -0.4 0.4 0.5 0.467
H -1.84672 0.24363 1.45925 0.5 -0.4 0.9 0.207
H -2.56899 1.26202 0.38800 -2.6 2.9 0.3 0.210
H -1.22994 0.73128 -1.57391 0.3 -0.3 1.7 0.227
H -0.36851 1.51617 -0.22993 -0.1 0.6 0.4 0.197
H 0.57228 -0.72315 -1.23765 -0.3 0.0 1.9 0.215
H -0.47753 -1.55956 -0.07047 -0.5 0.7 -0.3 0.202
H 0.61041 0.12728 1.85560 -0.1 -1.1 -1.2 0.196
H 1.21348 -1.63161 1.31133 -0.1 3.3 -0.8 0.200
H 2.38134 1.36827 0.80803 -1.1 -3.9 -0.7 0.365
H 3.44293 -1.48374 0.66777 -0.2 -0.1 -0.6 0.191
H 4.39991 0.02941 0.64457 -1.1 -0.3 0.2 0.201
H 3.41934 -0.50190 2.04810 0.2 0.2 0.6 0.162
H 0.64441 2.70294 -1.86647 0.5 -0.8 -0.2 0.467
H 1.34534 1.27569 -1.74026 -0.1 0.9 -0.2 0.487
O 1.17051 2.03159 -2.34470 -0.1 0.0 0.4 -0.954

---

Record 4
13
Properties=species:S:1:pos:R:3:forces:R:3:nbo_charge:R:1 method="wB97M-V/def2-TZVPD" homo_energy_ev="-13.69 / -13.68" homo_lumo_gap_ev="6.28 / 6.27" total_charge=+1 relative_energy_ev=5.4823 energy_ha=-360.77246
C -1.02590 0.85249 -0.53437 -1.4 0.8 -3.6 -0.133
C -0.46521 -0.25127 -1.33534 -0.8 -1.8 3.1 -0.619
C -0.25031 -0.45859 -2.58036 1.1 -1.0 -4.9 0.757
C 1.10499 -0.32866 1.97594 1.6 2.0 4.4 -0.545
N 0.42873 -0.19692 0.82650 -1.6 0.7 -1.7 0.247
O -0.00386 -0.77114 -3.68677 -0.6 1.0 2.7 -0.364
O -0.35086 0.79371 0.76720 0.3 -0.8 0.5 -0.126
H -0.80832 1.86433 -1.04527 -0.2 -1.3 1.4 0.273
H -2.20196 0.71945 -0.57584 2.3 0.5 1.5 0.295
H -0.41975 -1.23146 -0.72231 -0.2 1.3 -1.7 0.307
H 1.11344 -1.36703 2.36675 0.3 0.3 -0.8 0.309
H 0.67320 0.35810 2.79631 0.9 -0.8 -1.1 0.254
H 2.20580 0.01698 1.74757 -1.6 -0.8 0.3 0.346

---

Record 5
12
Properties=species:S:1:pos:R:3:forces:R:3:nbo_charge:R:1 method="wB97M-V/def2-TZVPD" smiles="NC(=O)CC1N=N1" homo_energy_ev=-10.09 homo_lumo_gap_ev=10.45 total_charge=0 relative_energy_ev=3.3400 energy_ha=-356.73463
C 1.12211 0.34228 -0.64683 -0.1 1.9 -1.0 0.653
C -0.94901 0.01831 1.04382 2.4 1.6 -2.4 -0.056
C -0.30432 0.76831 -0.35200 -0.9 1.6 3.6 -0.533
N -2.31399 0.31114 1.42975 0.0 -0.1 -0.1 -0.052
N -2.14991 -0.78140 0.90122 -0.1 0.0 0.1 -0.070
N 1.27679 -0.98534 -0.56398 3.0 -3.3 0.0 -0.836
O 1.96686 1.19481 -0.93530 -0.7 -1.6 0.8 -0.589
H -0.18866 -0.22187 1.80227 -0.7 0.0 -0.2 0.189
H -0.18004 1.94234 -0.16489 -0.7 -2.6 -0.4 0.255
H -1.04612 0.56199 -1.11127 0.1 0.1 -0.5 0.232
H 0.55231 -1.63443 -0.82400 -0.5 0.5 0.4 0.400
H 2.21398 -1.51615 -0.57879 -1.8 2.0 -0.2 0.409